75
Properties=species:S:1:pos:R:3:lowdin_charge:R:1 method="wB97M-V/def2-TZVPD" e_homo_ev=-5.170 total_charge=-1 orbital_gap_ha=0.2761
S 1.223 1.647 2.607 0.644
Si -0.866 -1.621 -2.174 0.488
Si -1.251 -2.004 0.896 0.483
O 0.123 1.976 3.488 -0.322
O 2.369 2.523 2.679 -0.295
N 0.753 1.594 -1.550 0.102
N -2.032 1.428 -0.700 0.116
N 2.075 -0.382 -0.401 0.158
N 0.713 1.550 1.052 -0.089
C 0.856 -2.308 -2.554 -0.173
C -2.004 -3.132 -2.454 -0.192
C -4.596 0.456 -0.467 -0.075
C -1.830 -1.101 2.450 -0.159
C 1.846 0.054 3.133 -0.256
C 3.509 -1.665 3.088 -0.061
C 3.218 -0.446 -0.551 -0.162
C -2.202 0.107 -0.566 -0.395
C -0.979 -0.764 -0.498 -0.347
C 1.296 -0.493 4.283 -0.071
C 0.893 1.524 -2.849 -0.101
C -2.583 -3.384 0.795 -0.188
C 0.382 4.027 1.092 -0.019
C 0.555 2.798 0.465 -0.244
C 0.842 2.658 -3.673 -0.037
C 0.648 3.887 -3.103 -0.003
C 0.610 2.801 -0.958 -0.138
C 2.979 -0.500 2.558 -0.066
C -3.516 -0.401 -0.499 -0.059
C 0.541 4.001 -1.701 -0.156
C 2.936 -2.245 4.211 -0.088
C 1.839 -1.650 4.818 -0.084
C -3.075 2.251 -0.680 -0.133
C 0.337 -2.993 1.182 -0.163
C -4.383 1.828 -0.535 -0.086
C 0.298 5.211 0.349 -0.076
C -1.452 -0.433 -3.546 -0.175
C 0.377 5.223 -1.020 -0.063
B 4.763 -0.506 -0.728 -0.409
Be 0.571 0.388 -0.241 0.059
H 1.043 0.536 -3.268 0.111
H 0.983 -2.484 -3.625 0.029
H 0.359 -3.390 2.200 0.027
H -2.837 3.309 -0.779 0.105
H 1.400 -2.087 5.707 0.099
H -1.330 0.608 -3.246 0.003
H 1.644 -1.636 -2.218 -0.011
H -1.649 -4.009 -1.909 0.012
H 0.945 2.546 -4.744 0.105
H 4.375 -2.119 2.623 0.111
H -3.668 -1.471 -0.473 0.070
H 0.586 4.783 -3.710 0.114
H -2.514 -0.589 -3.747 0.031
H 1.000 -3.262 -2.042 0.028
H -1.600 -1.688 3.339 0.028
H 5.223 0.126 0.197 0.010
H 0.460 0.006 4.751 0.106
H 0.413 -3.841 0.496 0.026
H 0.312 4.069 2.167 0.096
H 5.024 0.010 -1.792 0.002
H 3.452 -0.015 1.718 0.076
H -3.602 -2.991 0.791 0.016
H 0.320 6.146 -1.584 0.101
H -2.910 -0.936 2.431 0.030
H 3.361 -3.147 4.634 0.098
H -2.017 -3.389 -3.517 0.027
H -1.362 -0.128 2.553 0.010
H -2.472 -4.039 -0.071 -0.003
H -2.484 -4.005 1.690 0.029
H -3.036 -2.939 -2.150 0.020
H -5.202 2.533 -0.482 0.090
H 0.176 6.147 0.882 0.102
H 5.115 -1.664 -0.694 0.004
H -0.911 -0.585 -4.484 0.029
H 1.220 -2.369 1.044 0.004
H -5.604 0.065 -0.385 0.101

=====

86
Properties=species:S:1:pos:R:3:lowdin_charge:R:1 method="wB97M-V/def2-TZVPD" e_homo_ev=-9.804 orbital_gap_ha=0.3678
O -6.601 -1.671 -2.608 0.109
O -0.999 -0.936 1.422 0.006
O 0.821 1.519 1.501 0.099
O -2.827 1.626 -1.291 0.048
O -2.707 -1.510 2.832 0.037
O 0.527 3.928 -0.577 0.024
O -0.761 0.878 -0.887 0.030
O 0.655 5.866 0.650 0.068
O 3.842 -1.303 -1.189 0.036
O -2.128 -1.875 -1.576 0.249
O 1.718 -1.935 1.464 0.075
O -4.376 -2.486 -2.280 0.230
O -3.237 -3.705 -0.651 0.217
O 2.059 0.143 -1.103 0.044
O -5.984 -0.323 0.013 0.125
O -0.031 -2.557 -1.109 0.110
O -4.033 -1.482 -0.186 0.195
O 3.299 -3.328 2.387 0.064
O 2.357 2.355 2.857 0.043
O -1.166 -4.974 -0.208 0.099
C 2.862 -5.324 1.367 -0.142
C -5.282 -1.145 -0.548 -0.357
C -1.237 -2.763 -1.205 -0.365
C -5.542 -1.803 -1.952 -0.255
C 2.138 -4.202 0.706 -0.091
C -3.726 1.656 -2.381 -0.141
C -2.035 -0.600 2.029 -0.325
C 1.428 4.186 3.560 -0.151
C 3.416 -2.355 -3.099 -0.149
C 3.735 -4.615 2.350 -0.206
C -1.569 1.205 -3.217 -0.053
C 1.099 2.208 2.433 -0.471
C -2.827 0.749 1.961 -0.043
C 4.546 -2.180 -2.067 -0.119
C 2.748 -0.686 -1.687 -0.438
C -1.870 -4.029 -0.652 -0.234
C 2.597 3.307 3.835 -0.166
C -3.982 0.557 2.942 -0.144
C -1.617 1.259 -1.709 -0.414
C 2.779 3.727 -1.271 -0.152
C -3.984 -0.970 3.163 -0.161
C 1.392 3.096 -1.338 -0.183
C 0.323 3.271 3.085 -0.065
C 2.523 -1.128 -3.070 -0.067
C -3.018 0.976 -3.498 -0.150
C 2.523 5.142 -0.832 -0.084
C 1.219 5.018 -0.069 -0.395
C 2.322 -3.011 1.529 -0.418
B -3.437 -2.373 -1.229 -1.008
Li 0.485 -0.295 0.330 0.638
H 1.215 4.745 4.472 0.121
H -4.968 0.873 2.601 0.117
H -0.281 2.920 3.921 0.135
H 3.335 5.496 -0.196 0.127
H -3.737 1.047 3.884 0.105
H 3.428 -5.909 0.643 0.121
H 2.630 2.853 4.825 0.129
H 3.608 3.703 3.743 0.133
H 2.581 -4.052 -0.279 0.127
H 4.821 -3.177 -1.722 0.120
H 2.133 -5.960 1.868 0.124
H 1.534 2.119 -0.876 0.066
H -0.916 0.357 -3.424 0.131
H 2.392 5.808 -1.685 0.134
H -3.283 0.946 0.992 0.109
H -3.985 2.689 -2.612 0.137
H 1.092 -4.417 0.489 0.115
H -2.230 1.580 2.338 0.112
H 3.639 -2.547 -4.148 0.117
H 4.778 -4.618 2.034 0.129
H 3.298 3.167 -0.493 0.122
H 5.494 -1.700 -2.312 0.125
H -3.464 1.389 -4.403 0.128
H -0.372 3.651 2.337 0.134
H 1.049 2.934 -2.360 0.126
H -1.168 2.116 -3.660 0.132
H -3.226 -0.094 -3.531 0.122
H 3.708 -5.124 3.314 0.131
H 2.876 -3.248 -2.784 0.114
H -4.437 -1.255 4.112 0.127
H 2.820 -0.344 -3.767 0.141
H -4.597 1.099 -2.035 0.128
H 1.514 -1.519 -3.197 0.129
H 1.542 4.962 2.804 0.106
H 3.359 3.769 -2.193 0.119
H -4.624 -1.364 2.373 0.108

=====

109
Properties=species:S:1:pos:R:3:lowdin_charge:R:1 method="wB97M-V/def2-TZVPD" e_homo_ev=-7.816 smiles="O=S(=O)(c1ccc2c(c1)Nc1ccccc1S2)C(F)(F)C(F)(F)F.O=S1(=O)OCCO1.O=S1(=O)OCCO1.O=S1(=O)OCCO1.O=S1(=O)OCCO1.O=S1(=O)OCCO1.O=S1(=O)OCCO1.O=S1(=O)OCCO1" orbital_gap_ha=0.2815
S -2.375 -2.678 0.907 0.607
S -1.686 6.292 3.408 0.636
S 11.778 -4.128 -0.766 0.624
S -5.950 -7.050 4.940 0.633
S -11.112 -0.078 -2.314 0.625
S 4.277 -1.020 -0.032 0.780
S 12.748 1.368 -2.481 0.622
S -1.536 1.500 -1.660 1.020
S -4.702 1.027 -2.932 0.585
F 5.660 -0.720 -2.260 0.097
F 6.879 -0.995 -0.451 0.079
F 5.852 1.800 -1.992 0.117
F 7.329 1.478 -0.410 0.137
F 5.254 1.779 0.206 0.151
O -1.756 7.010 2.181 -0.251
O -2.603 4.968 3.281 -0.189
O -5.909 -5.853 6.024 -0.189
O -0.456 5.927 4.017 -0.205
O -1.353 -3.165 2.058 -0.187
O 12.626 -3.791 -1.858 -0.226
O -2.684 -1.307 1.121 -0.215
O -3.994 0.193 -2.025 -0.297
O -6.213 0.466 -3.067 -0.203
O -10.163 -0.686 -1.153 -0.189
O -4.217 0.686 -4.435 -0.185
O -10.876 1.485 -1.982 -0.188
O 12.695 2.782 -2.339 -0.218
O -4.759 2.444 -2.796 -0.227
O 11.234 0.813 -2.610 -0.205
O 11.837 -2.930 0.316 -0.183
O 13.226 1.030 -3.986 -0.185
O -5.099 -6.700 3.851 -0.231
O 13.457 0.529 -1.580 -0.215
O -1.903 -3.173 -0.342 -0.222
O 4.505 -0.879 1.402 -0.287
O -3.645 -3.565 1.360 -0.185
O -7.480 -6.854 4.465 -0.183
O 11.875 -5.365 -0.072 -0.219
O -10.513 -0.359 -3.575 -0.228
O -12.459 -0.411 -2.012 -0.215
O 10.246 -3.915 -1.237 -0.189
O 4.230 -2.447 -0.373 -0.299
O -2.584 7.067 4.506 -0.184
O -5.840 -8.286 5.630 -0.205
N 1.100 2.862 -2.055 0.051
C -9.329 0.355 -0.637 -0.166
C -2.057 -3.937 3.034 -0.161
C -1.901 5.398 0.028 -0.080
C -0.522 5.859 -0.215 -0.078
C 0.049 0.707 -1.217 -0.363
C -3.823 6.380 4.687 -0.170
C 0.479 5.061 -0.901 -0.016
C 10.919 0.627 -3.992 -0.171
C 9.605 -2.972 -0.374 -0.168
C 12.234 0.235 -4.641 -0.165
C 1.240 1.550 -1.484 -0.209
C 0.149 3.698 -1.366 -0.227
C 10.716 -2.066 0.117 -0.163
C -2.222 4.038 -0.435 -0.064
C 1.514 -1.087 -0.297 -0.023
C 5.759 -0.342 -0.941 -0.390
C -3.209 -4.572 2.280 -0.166
C -8.137 -5.920 5.326 -0.167
C -3.519 4.926 4.377 -0.168
C -1.220 3.215 -1.097 -0.391
C -10.165 1.615 -0.749 -0.169
C 2.569 1.054 -1.158 0.018
C -5.203 -0.115 -5.092 -0.163
C -7.038 -5.000 5.824 -0.171
C -6.519 0.273 -4.447 -0.171
C 6.024 1.212 -0.752 -0.458
C 0.159 -0.620 -0.626 -0.026
C 2.709 -0.265 -0.540 -0.235
H -7.306 -4.494 6.749 0.137
H 10.989 -1.327 -0.641 0.120
H -4.411 4.362 4.110 0.136
H -7.282 -0.494 -4.568 0.137
H 8.835 -2.424 -0.914 0.118
H 1.993 3.324 -2.212 0.124
H 10.152 -0.136 -4.113 0.135
H -4.967 -1.166 -4.906 0.135
H -3.257 3.648 -0.269 0.105
H -6.891 1.220 -4.846 0.136
H -8.912 -5.382 4.784 0.137
H 1.525 5.411 -1.104 0.104
H -2.874 -5.437 1.702 0.140
H -2.620 6.053 0.551 0.080
H 10.456 -1.555 1.042 0.140
H -4.022 -4.871 2.938 0.104
H -8.590 -6.477 6.150 0.135
H -5.197 0.073 -6.164 0.137
H -6.772 -4.257 5.067 0.132
H -10.897 1.678 0.061 0.133
H -8.436 0.416 -1.265 0.122
H -9.036 0.141 0.389 0.136
H -2.418 -3.258 3.811 0.133
H 1.621 -2.093 0.182 0.121
H 3.444 1.698 -1.389 0.096
H -3.018 4.438 5.217 0.134
H -9.554 2.517 -0.755 0.137
H 12.239 0.428 -5.712 0.136
H -0.278 6.885 0.161 0.098
H -1.398 -4.679 3.481 0.139
H 12.466 -0.817 -4.460 0.136
H -4.548 6.792 3.981 0.133
H 10.551 1.578 -4.387 0.133
H 9.147 -3.521 0.452 0.138
H -4.189 6.517 5.704 0.136
H -0.745 -1.244 -0.417 0.066

=====

74
Properties=species:S:1:pos:R:3:lowdin_charge:R:1 method="wB97M-V/def2-TZVPD" e_homo_ev="-16.212 / -16.220" s_squared=0.776 multiplicity=2 total_charge=+3 orbital_gap_ha="0.2067 / 0.2282"
I -3.178 2.414 -1.203 1.053
I -6.507 -2.477 -2.512 1.071
Se 1.447 -1.122 0.670 1.021
V -0.818 -0.961 1.392 0.786
S -0.083 -0.335 4.188 1.131
O -1.455 -0.063 0.194 -0.205
O -0.429 -1.294 3.020 -0.645
N -1.787 -2.458 0.405 0.017
N 1.276 1.607 -0.267 -0.003
N 0.896 0.132 -1.859 0.000
C 4.186 2.054 0.409 -0.238
C -3.829 -3.900 -0.853 0.044
C -3.826 -2.497 -0.962 -0.172
C 2.131 -1.840 -2.704 -0.181
C 0.665 1.375 -2.410 -0.129
C 3.025 2.936 0.862 -0.160
C 0.261 1.779 -3.679 0.017
C -1.997 -1.214 6.137 -0.101
C 0.748 3.684 -1.616 0.007
C 0.773 -1.147 -2.525 -0.130
C 1.255 0.300 -0.576 -0.530
C 2.767 -0.902 -4.994 -0.081
C 0.129 3.134 -3.896 -0.032
C -4.583 -0.296 -1.703 -0.172
C 0.911 2.320 -1.390 -0.140
C -2.540 -0.439 -0.442 -0.380
C -2.704 0.558 3.480 -0.079
C -3.468 0.330 -1.131 -0.581
C 4.585 0.988 1.418 -0.091
C 3.136 -1.034 -3.524 -0.243
C -2.749 -1.837 -0.329 -0.149
C 0.364 4.068 -2.882 -0.037
C 1.688 2.192 0.990 -0.141
C -0.540 -1.200 5.734 -0.317
C -2.818 -4.527 -0.151 0.022
C -1.330 1.008 3.942 -0.307
C -1.816 -3.777 0.478 -0.037
C -4.776 -1.665 -1.637 -0.605
H -1.021 -4.265 1.035 0.146
H 2.570 -1.878 -5.434 0.088
H 0.238 5.115 -3.101 0.126
H -2.610 -1.768 5.428 0.089
H 2.556 -2.053 -1.714 0.073
H 0.307 -0.971 -3.495 0.131
H 5.537 0.550 1.133 0.088
H 1.777 1.384 1.730 0.082
H 0.109 -1.786 -1.923 0.111
H 5.044 2.710 0.250 0.125
H 2.909 3.762 0.161 0.109
H 3.958 1.593 -0.555 0.102
H 0.914 2.898 1.309 0.135
H 4.696 1.420 2.410 0.086
H 3.586 -0.441 -5.538 0.088
H 3.257 3.364 1.838 0.130
H -4.611 -4.470 -1.334 0.101
H 3.278 -0.044 -3.083 0.102
H -0.165 3.487 -4.871 0.127
H -0.144 -2.209 5.603 0.114
H 0.065 -0.689 6.484 0.113
H -3.284 1.435 3.194 0.117
H 3.853 0.171 1.466 0.016
H -5.330 0.310 -2.196 0.100
H 0.060 1.077 -4.471 0.116
H -2.641 -0.108 2.603 0.051
H 4.097 -1.550 -3.462 0.121
H -0.861 1.647 3.181 0.090
H -2.788 -5.602 -0.062 0.135
H 1.886 -0.280 -5.142 0.052
H -2.393 -0.211 6.282 0.085
H -2.082 -1.719 7.100 0.111
H 1.953 -2.797 -3.196 0.130
H -3.258 0.041 4.259 0.080
H 0.905 4.418 -0.844 0.123
H -1.373 1.563 4.879 0.121

=====

74
Properties=species:S:1:pos:R:3:lowdin_charge:R:1 method="wB97M-V/def2-TZVPD" e_homo_ev=-7.788 smiles="COc1ccc(NC(=O)N(C)C[C@H]2Oc3c(NC(=O)C4CC4)cccc3C(=O)N([C@H](C)CO)C[C@@H]2C)cc1" orbital_gap_ha=0.3074
O 6.288 -2.193 0.231 -0.069
O 3.608 -2.055 0.021 0.033
O -1.041 0.855 -1.765 0.063
O -3.227 -0.363 2.619 0.069
O 0.732 1.111 0.381 -0.028
O -6.839 -1.290 0.005 -0.086
N 0.679 -0.626 -1.779 -0.081
N -1.499 0.502 1.406 0.170
N -1.442 -1.353 -1.298 0.153
N 3.948 0.118 0.488 -0.003
C 1.623 -2.184 1.859 -0.027
C 1.688 0.412 -1.817 -0.063
C 0.767 -0.114 0.994 -0.144
C 6.204 -0.915 0.778 -0.224
C 2.809 2.176 -0.280 -0.270
C -5.532 -1.237 -0.380 -0.276
C -0.641 -0.288 -1.633 -0.504
C -4.679 -2.158 0.232 0.004
C -3.340 -2.182 -0.079 -0.022
C -0.477 -0.418 1.610 -0.136
C -3.604 1.651 1.443 -0.176
C 3.185 -0.995 0.478 -0.397
C 3.435 1.404 0.892 -0.100
C -3.405 2.365 0.132 -0.109
C -2.814 -1.286 -1.009 -0.236
C 1.111 -1.982 -2.046 -0.027
C 2.525 3.612 0.157 -0.048
C -7.737 -0.361 -0.547 -0.094
C 5.327 0.082 -0.022 -0.277
C 0.428 -2.454 2.484 -0.063
C 1.494 1.505 -0.739 -0.241
C 5.409 -0.200 -1.522 -0.030
C -3.026 3.045 1.402 -0.094
C -0.634 -1.574 2.356 -0.002
C -5.011 -0.360 -1.322 -0.018
C 1.829 -1.011 1.115 -0.057
C -2.779 0.488 1.878 -0.431
C -3.663 -0.390 -1.638 -0.022
H -7.829 -0.482 -1.631 0.094
H -5.091 -2.836 0.961 0.124
H 2.125 4.190 -0.672 0.084
H 4.945 0.600 -2.096 0.070
H -4.296 2.700 -0.377 0.105
H 5.372 -2.499 0.089 0.061
H -1.588 -1.770 2.816 0.104
H 3.435 4.095 0.505 0.080
H -7.440 0.669 -0.321 0.092
H 1.993 -1.955 -2.685 0.099
H -0.980 -2.155 -0.897 0.131
H 1.376 -2.519 -1.129 0.084
H 4.927 -1.143 -1.762 0.075
H 5.730 1.081 0.166 0.141
H -8.699 -0.567 -0.081 0.093
H -3.270 0.295 -2.371 0.113
H -2.687 -2.891 0.410 0.115
H -3.645 3.851 1.767 0.100
H 6.455 -0.274 -1.807 0.091
H -1.248 1.228 0.748 0.120
H -5.642 0.355 -1.826 0.105
H 0.853 2.279 -1.181 0.147
H 7.229 -0.534 0.801 0.123
H -2.635 2.024 -0.543 0.075
H 3.510 2.190 -1.120 0.139
H 2.695 1.272 1.684 0.140
H 0.331 -2.526 -2.578 0.096
H 2.650 -0.080 -1.690 0.096
H -1.979 3.168 1.636 0.100
H 1.687 0.920 -2.792 0.146
H 2.443 -2.881 1.931 0.119
H 4.258 1.990 1.311 0.133
H -4.620 1.551 1.805 0.143
H 0.312 -3.357 3.063 0.106
H 1.798 3.618 0.966 0.088
H 5.828 -0.948 1.814 0.128

=====

73
Properties=species:S:1:pos:R:3:lowdin_charge:R:1 method="wB97M-V/def2-TZVPD" e_homo_ev="-13.839 / -13.840" total_charge=+2 orbital_gap_ha="0.2025 / 0.2024"
Ru -0.280 0.178 -0.447 1.007
P 0.954 -1.031 1.232 0.873
P -2.080 -0.981 0.797 0.858
N -0.105 -1.211 -2.190 -0.252
N -4.047 1.843 -1.899 0.130
N -0.111 2.043 0.730 -0.256
N -5.801 0.221 -2.610 0.150
N 1.251 0.906 -1.238 -0.044
N -1.824 1.018 -1.370 -0.033
C 1.573 -2.721 0.950 -0.216
C 0.236 -2.629 -1.907 -0.055
C -1.485 -1.283 2.482 -0.389
C 1.267 -1.123 -4.270 0.005
C 4.001 2.944 0.236 -0.026
C -1.357 -1.219 -3.016 -0.050
C 2.187 -0.456 -5.068 -0.012
C 1.998 1.823 -0.476 -0.230
C 2.484 -0.260 1.837 -0.204
C 0.419 -1.513 3.948 -0.061
C 0.950 -0.620 -3.023 -0.190
C -0.433 -1.772 5.010 -0.029
C -2.916 1.386 -1.625 -0.354
C -0.897 3.171 0.126 -0.039
C -2.332 -1.569 3.550 -0.053
C -2.696 -2.615 0.282 -0.211
C 1.932 3.307 1.418 -0.002
C -3.624 -0.041 0.971 -0.212
C 2.493 1.214 -3.368 0.005
C -4.996 0.982 -2.292 -0.348
C -1.806 -1.805 4.810 -0.027
C 1.299 2.409 0.580 -0.233
C -0.516 1.977 2.158 -0.049
C -0.107 -1.264 2.682 -0.402
C 3.283 3.580 1.239 -0.013
C 2.770 0.727 -4.630 -0.027
C 1.616 0.510 -2.535 -0.180
C 3.365 2.065 -0.622 -0.011
H 2.917 2.155 -3.054 0.118
H 0.772 -3.401 0.670 0.046
H -1.526 1.580 2.211 0.078
H 3.196 -0.184 1.015 0.061
H -3.505 -2.910 0.952 0.069
H 0.148 1.332 2.723 0.080
H -1.538 -0.231 -3.420 0.093
H -0.468 -3.029 -1.184 0.061
H 5.061 3.126 0.128 0.127
H 1.249 -2.691 -1.526 0.075
H 0.170 -3.225 -2.818 0.105
H 2.334 0.729 2.260 0.048
H -0.623 4.095 0.637 0.109
H -2.193 -1.516 -2.394 0.070
H -4.216 -0.154 0.061 0.045
H 1.488 -1.506 4.121 0.110
H -0.519 2.971 2.607 0.102
H 3.778 4.280 1.899 0.128
H 1.994 -3.065 1.895 0.068
H -3.446 1.018 1.145 0.046
H -1.255 -1.932 -3.833 0.100
H 2.358 -2.740 0.195 0.058
H -3.405 -1.605 3.413 0.111
H -0.670 3.258 -0.933 0.099
H -0.024 -1.955 5.994 0.125
H 2.420 -0.844 -6.050 0.128
H 3.940 1.535 -1.367 0.121
H -1.959 2.989 0.260 0.084
H 3.438 1.276 -5.279 0.127
H 0.787 -2.015 -4.649 0.125
H 2.920 -0.909 2.596 0.061
H -3.092 -2.586 -0.731 0.049
H -2.468 -2.015 5.639 0.126
H -4.211 -0.444 1.795 0.057
H -1.912 -3.368 0.351 0.045
H 1.395 3.794 2.220 0.127

=====

no.,largest force on an atom (eV/Å)
1,1.0
2,5.2
3,4.9
4,4.3
5,0.8
6,0.2